A:
The following is a quantum chemistry calculation of a structure of composition C3H6N2O2, from the Open Molecules 2025 dataset.

For the lowest unoccupied orbital energy, the calculation gives 0.5 eV. Its HOMO-LUMO gap is 10.18 eV. The molar mass comes out at 102.1 g mol⁻¹. The net charge is 0. The HOMO energy is -9.66 eV.

Cartesian coordinates (Å):
C 1.328 -0.688 -0.518
C -1.451 0.607 -1.014
C 0.522 0.465 1.422
H 1.676 0.254 -1.119
H 0.956 -1.627 -1.128
H 2.129 -1.156 0.514
H -2.058 -0.472 0.375
H -2.638 0.266 -0.944
H 1.552 0.582 1.617
N 0.295 -0.281 0.271
N -0.986 -0.305 -0.182
O -1.087 1.559 -1.564
O -0.237 0.795 2.269

=====

B:
The following is a quantum chemistry calculation of a structure of composition C3H6N2O2, from the Open Molecules 2025 dataset.

For the lowest unoccupied orbital energy (alpha / beta), the calculation gives 0.6 / 0.6 eV. Its HOMO-LUMO gap (alpha / beta) is 8.08 / 8.09 eV. The molar mass comes out at 102.1 g mol⁻¹. The net charge is 0. The HOMO energy (alpha / beta) is -7.49 / -7.49 eV.

Cartesian coordinates (Å):
C 0.256 1.260 1.042
C -0.264 -0.317 -0.132
C -0.989 0.784 -0.506
N -0.759 -1.452 0.468
O 1.114 -1.191 -1.662
N 1.033 -0.199 -0.591
O -1.518 1.673 -1.058
H 1.897 -0.916 -2.151
H -0.089 -2.208 0.483
H -1.701 -1.729 0.231
H 0.567 2.182 0.559
H 1.022 0.710 1.578
H -0.569 1.403 1.738

=====

C:
The following is a quantum chemistry calculation of an isolated molecule of C3H6N2O2, from the Open Molecules 2025 dataset.

For the lowest unoccupied orbital energy, the calculation gives 0.6 eV. As for the SMILES: NCC(=O)NC=O. Its HOMO-LUMO gap is 10.55 eV. The molar mass comes out at 102.1 g mol⁻¹. The net charge is 0. The HOMO energy is -9.95 eV.

Cartesian coordinates (Å):
N 1.491 -1.652 0.649
C 0.385 -0.749 0.702
C -0.437 -0.587 -0.556
O -0.702 -1.343 -1.453
N -0.903 0.756 -0.765
C -0.930 1.946 -0.082
O -1.394 2.932 -0.660
H 2.481 -1.175 0.600
H 1.342 -2.133 -0.260
H 0.750 0.153 1.122
H -0.355 -1.110 1.477
H -1.146 0.975 -1.710
H -0.583 1.987 0.937

=====

D:
The following is a quantum chemistry calculation of an isolated molecule of C3H6N2O2, from the Open Molecules 2025 dataset.

For the lowest unoccupied orbital energy, the calculation gives 0.7 eV. As for the SMILES: NCC(=O)NC=O. Its HOMO-LUMO gap is 10.35 eV. The molar mass comes out at 102.1 g mol⁻¹. The net charge is 0. The HOMO energy is -9.69 eV.

Cartesian coordinates (Å):
N 0.053 2.237 -0.335
C 0.350 0.830 -0.463
C -0.422 0.029 0.576
O -0.858 0.555 1.562
N -0.763 -1.309 0.285
C 0.200 -2.220 -0.073
O -0.055 -3.371 -0.300
H -0.354 2.468 0.555
H 0.832 2.817 -0.594
H 0.162 0.483 -1.482
H 1.415 0.642 -0.244
H -1.704 -1.513 0.592
H 1.145 -1.649 -0.078

=====

Which structure loses on stability? B does.

=====

A:
The following is a quantum chemistry calculation of an isolated molecule of C3H6N2O2, from the Open Molecules 2025 dataset.

For the lowest unoccupied orbital energy, the calculation gives 1.0 eV. As for the SMILES: [H]/N=C/OCC(N)=O. Its HOMO-LUMO gap is 10.77 eV. The molar mass comes out at 102.1 g mol⁻¹. The net charge is 0. The HOMO energy is -9.81 eV.

Cartesian coordinates (Å):
H -0.779 -1.189 -2.153
N -0.666 -0.776 -1.233
C -0.520 -1.663 -0.343
O -0.264 -1.356 0.935
C -0.144 0.036 1.190
C 0.877 0.722 0.281
N 0.476 1.966 -0.144
O 1.983 0.263 0.092
H -0.572 -2.747 -0.469
H -1.127 0.513 1.115
H 0.227 0.120 2.214
H 1.137 2.401 -0.774
H -0.486 2.048 -0.442

=====

B:
The following is a quantum chemistry calculation of an isolated molecule of C3H6N2O2, from the Open Molecules 2025 dataset.

For the lowest unoccupied orbital energy, the calculation gives 0.7 eV. As for the SMILES: [H]/N=C/C(O)=C(/N)O. Its HOMO-LUMO gap is 8.59 eV. The molar mass comes out at 102.1 g mol⁻¹. The net charge is 0. The HOMO energy is -7.92 eV.

Cartesian coordinates (Å):
H 3.196 -0.764 -0.983
N 2.617 -0.105 -0.448
C 1.378 -0.458 -0.534
C 0.289 0.379 -0.024
O 0.643 1.547 0.630
C -0.963 -0.133 0.020
N -2.003 0.454 0.701
O -1.373 -1.173 -0.764
H 0.986 -1.452 -0.906
H 1.621 1.572 0.534
H -1.736 1.378 1.052
H -2.309 -0.122 1.481
H -2.345 -1.121 -0.760

=====

C:
The following is a quantum chemistry calculation of a cluster of 3 separate species, C3H6N2O2 in total, from the Open Molecules 2025 dataset.

For the lowest unoccupied orbital energy, the calculation gives 0.3 eV. As for the SMILES: N=C=NC=O.[H][H].C=O. Its HOMO-LUMO gap is 10.74 eV. The molar mass comes out at 102.1 g mol⁻¹. The net charge is 0. The HOMO energy is -10.43 eV.

Cartesian coordinates (Å):
N 0.291 -2.298 -0.287
C -0.276 -1.473 0.396
N -0.788 -0.678 1.191
C -2.171 -0.439 1.282
O -2.626 0.559 1.767
H 0.784 -2.002 -1.126
H -2.802 -1.263 0.900
H 0.754 2.198 0.970
H 0.353 1.592 1.138
C 1.618 0.959 -1.556
O 1.732 -0.226 -1.761
H 0.633 1.453 -1.485
H 2.498 1.617 -1.431

=====

D:
The following is a quantum chemistry calculation of a cluster of 2 separate species, C3H6N2O2 in total, from the Open Molecules 2025 dataset.

For the lowest unoccupied orbital energy (alpha / beta), the calculation gives -0.6 / -0.6 eV. Its HOMO-LUMO gap (alpha / beta) is 8.86 / 8.85 eV. The molar mass comes out at 102.1 g mol⁻¹. The net charge is 0. The HOMO energy (alpha / beta) is -9.44 / -9.44 eV.

Cartesian coordinates (Å):
C -0.458 1.281 -0.577
C -0.116 0.330 0.508
C 0.262 -1.101 0.205
N -1.472 0.666 0.208
N -2.244 2.150 1.381
O -1.965 3.201 0.935
O -2.856 1.734 2.291
H -0.276 2.340 -0.414
H -0.427 0.987 -1.618
H 0.341 0.737 1.405
H 1.342 -1.194 0.110
H -0.207 -1.416 -0.725
H -0.081 -1.756 1.004

=====

Which structure loses on stability? D does.

=====

A:
The following is a quantum chemistry calculation of a structure of composition C3H6N2O2, from the Open Molecules 2025 dataset.

For the lowest unoccupied orbital energy (alpha / beta), the calculation gives 0.3 / 0.1 eV. Its HOMO-LUMO gap (alpha / beta) is 7.56 / 7.32 eV. The molar mass comes out at 102.1 g mol⁻¹. The net charge is 0. The HOMO energy (alpha / beta) is -7.24 / -7.23 eV.

Cartesian coordinates (Å):
C -0.218 0.601 0.729
C 0.860 -0.257 -0.596
N -0.135 1.984 0.580
C -1.461 -1.191 -0.273
O 1.283 -1.546 -0.388
N -0.621 -0.183 -0.366
O 1.498 0.552 -1.250
H 2.159 -1.602 -0.794
H -0.529 0.248 1.711
H 0.404 2.414 1.321
H 0.246 2.245 -0.326
H -2.180 -1.197 0.536
H -1.306 -2.067 -0.882

=====

B:
The following is a quantum chemistry calculation of a cluster of 2 separate species, C3H6N2O2 in total, from the Open Molecules 2025 dataset.

For the lowest unoccupied orbital energy, the calculation gives -0.2 eV. Its HOMO-LUMO gap is 8.97 eV. The molar mass comes out at 102.1 g mol⁻¹. The net charge is 0. The HOMO energy is -9.21 eV.

Cartesian coordinates (Å):
C 0.530 0.646 -0.424
C 1.524 -0.373 0.227
C -0.775 -0.131 -0.458
N 0.644 -1.569 0.221
N -0.497 -1.471 -0.140
O -1.872 0.154 -1.081
O -1.380 0.307 1.491
H 0.372 1.647 0.016
H 1.084 0.904 -1.436
H 2.357 -0.595 -0.363
H 1.909 -0.213 1.228
H -2.126 1.103 -1.282
H -1.770 -0.409 2.001

=====

C:
The following is a quantum chemistry calculation of an isolated molecule of C3H6N2O2, from the Open Molecules 2025 dataset.

For the lowest unoccupied orbital energy, the calculation gives 0.8 eV. As for the SMILES: NC(=O)CNC=O. Its HOMO-LUMO gap is 10.52 eV. The molar mass comes out at 102.1 g mol⁻¹. The net charge is 0. The HOMO energy is -9.76 eV.

Cartesian coordinates (Å):
N -1.558 0.913 -0.240
C -1.341 -0.412 -0.005
O -2.166 -1.276 -0.238
C 0.029 -0.794 0.614
N 1.250 -0.509 -0.364
C 1.660 0.758 -0.173
O 1.087 1.440 0.666
H -2.366 1.176 -0.788
H -0.839 1.594 -0.038
H 0.029 -1.855 0.820
H 0.052 -0.284 1.622
H 1.737 -1.024 -1.140
H 2.502 1.176 -0.771

=====

D:
The following is a quantum chemistry calculation of an isolated molecule of C3H6N2O2, from the Open Molecules 2025 dataset.

For the lowest unoccupied orbital energy, the calculation gives 0.6 eV. As for the SMILES: CNC(=O)NC=O. Its HOMO-LUMO gap is 11.01 eV. The molar mass comes out at 102.1 g mol⁻¹. The net charge is 0. The HOMO energy is -10.37 eV.

Cartesian coordinates (Å):
C 1.692 1.116 -0.670
N 0.733 0.119 -0.217
C -0.541 0.538 0.026
O -0.920 1.668 -0.202
N -1.433 -0.403 0.575
C -1.380 -1.776 0.600
O -2.281 -2.463 1.021
H 1.582 2.058 -0.120
H 1.553 1.340 -1.730
H 2.696 0.725 -0.517
H 1.071 -0.724 0.220
H -2.329 0.002 0.818
H -0.444 -2.201 0.196

=====

Which structure loses on stability? B does.